The following is a DFT calculation (ωB97M-V/def2-TZVPD) of an isolated molecule of C30H32N4O5.

SMILES string   CC[C@H](C)NC(=O)Cn1c(=O)n(-c2ccc(OC)cc2)c(=O)c2ccc(C(=O)NCc3ccc(C)cc3)cc21
Spin multiplicity   1
Relative energy (zero: lowest compared OMol25 entry of this formula, charge and spin)   18.2 kcal per mole
Strongest force on any atom   0.015 hartree/bohr
HOMO-LUMO gap   0.3188 Ha
Highest occupied orbital energy   -8.67 eV

Geometry as XYZ:
```
71
Properties=species:S:1:pos:R:3:mulliken_charge:R:1
C -2.6594 -2.9896 -1.9936 -1.210
H -3.3204 -2.6141 -2.7718 0.379
C -1.2078 -2.8367 -2.4379 -0.540
H -1.0209 -1.7936 -2.7068 0.307
H -1.0370 -3.4423 -3.3298 0.421
C -0.1759 -3.2441 -1.3745 0.036
N -0.2656 -2.3585 -0.2306 -0.078
C 0.6762 -1.4784 0.1162 1.006
O 1.7596 -1.3537 -0.4244 -0.727
C 0.2215 -0.5702 1.2730 -1.841
N -0.6367 0.4820 0.7518 0.150
C -1.9873 0.2252 0.7335 0.820
O -2.4275 -0.8654 1.0519 -0.698
N -2.8057 1.2636 0.3574 0.406
C -2.3909 2.5222 -0.0808 0.898
O -3.1944 3.3917 -0.3275 -0.622
C -0.9434 2.6430 -0.2525 0.162
C -0.4108 3.7852 -0.8542 -0.841
C 0.9405 3.8824 -1.0954 -0.889
C 1.7819 2.8275 -0.7397 0.690
C 1.2730 1.7147 -0.0916 -1.214
C -0.0942 1.6051 0.1514 0.384
H 1.9402 0.9234 0.2052 1.082
C 3.2482 2.9127 -1.0467 0.136
O 3.8628 3.9602 -1.0120 -0.663
N 3.7936 1.7296 -1.3998 -0.088
H 3.2286 0.8944 -1.3810 0.140
C 5.2194 1.5380 -1.5554 -1.247
C 5.8011 0.7897 -0.3801 0.842
C 5.2689 -0.4330 0.0107 -0.268
C 5.7907 -1.1094 1.0988 -0.887
C 6.8567 -0.5888 1.8194 1.014
C 7.3853 0.6347 1.4247 -0.641
C 6.8620 1.3175 0.3429 -0.628
H 7.2793 2.2720 0.0569 0.341
H 8.2129 1.0581 1.9760 0.385
C 7.4366 -1.3200 2.9922 -1.437
H 6.8472 -2.2011 3.2330 0.332
H 8.4561 -1.6359 2.7723 0.316
H 7.4719 -0.6721 3.8668 0.339
H 5.3602 -2.0573 1.3891 0.314
H 4.4375 -0.8661 -0.5275 0.406
H 5.4022 0.9838 -2.4834 0.327
H 5.6678 2.5305 -1.6358 0.457
H 1.3671 4.7529 -1.5678 0.487
H -1.0956 4.5709 -1.1340 0.504
C -4.2188 1.0172 0.4086 -0.958
C -4.9929 1.6486 1.3641 -0.378
C -6.3582 1.4277 1.4103 -0.612
C -6.9547 0.5625 0.4985 0.957
C -6.1617 -0.0704 -0.4617 -0.956
C -4.8051 0.1597 -0.5114 -0.025
H -4.1980 -0.3226 -1.2615 0.452
H -6.6390 -0.7352 -1.1636 0.430
O -8.2800 0.2701 0.4553 -0.453
C -9.1392 0.8885 1.3837 -0.849
H -9.1268 1.9778 1.2782 0.339
H -8.8807 0.6182 2.4124 0.340
H -10.1363 0.5163 1.1542 0.241
H -6.9416 1.9356 2.1613 0.394
H -4.5319 2.3223 2.0699 0.433
H 1.0808 -0.1248 1.7749 0.538
H -0.3644 -1.1454 1.9931 0.586
H -1.1544 -2.3262 0.2555 0.350
C -0.3322 -4.6911 -0.9152 -1.632
H -0.3243 -5.3585 -1.7724 0.394
H 0.4884 -4.9624 -0.2556 0.439
H -1.2654 -4.8226 -0.3740 0.370
H 0.8278 -3.1007 -1.7903 0.408
H -2.8597 -2.4317 -1.0813 0.292
H -2.9071 -4.0334 -1.8216 0.336
```